# 1
# C44H41N4O2PtS4

A molecular structure, C44H41N4O2PtS4 at a distorted geometry (ωB97M-V/def2-TZVPD, the Open Molecules 2025 dataset).

Structure (ORCA input):
```
! RIJCOSX wB97M-V def2-TZVPD def2/J DEFGRID3
* xyz 3 1
Pt 2.00 1.60 0.93
C 2.88 2.75 5.37
C 2.75 2.14 4.02
N 1.89 2.55 3.14
N 1.05 3.52 3.36
C 0.10 3.81 2.51
N -0.71 4.83 2.74
S -0.16 2.86 1.07
C 3.59 1.02 3.61
C 4.42 0.36 4.51
C 5.16 -0.73 4.07
C 5.06 -1.12 2.74
C 4.22 -0.40 1.90
N 3.50 0.63 2.32
H 2.29 3.66 5.42
H 3.93 2.99 5.57
H 2.54 2.06 6.14
H -0.60 5.38 3.59
H -1.46 5.04 2.11
H 4.49 0.69 5.53
H 5.80 -1.26 4.75
H 5.61 -1.96 2.36
H 4.11 -0.67 0.86
C -0.31 0.04 -7.83
C -0.11 0.21 -6.36
C -0.40 1.40 -5.70
C -0.18 1.54 -4.34
C 0.34 0.47 -3.63
C 0.63 -0.73 -4.26
C 0.41 -0.86 -5.62
S 0.55 0.40 -1.84
O 1.30 1.62 -1.36
C -1.17 0.81 -1.45
C -1.62 2.13 -1.41
C -2.92 2.39 -1.06
C -3.80 1.35 -0.69
C -5.11 1.61 -0.23
C -5.93 0.58 0.17
C -5.46 -0.74 0.17
C -4.20 -1.03 -0.30
C -3.35 0.00 -0.75
C -2.02 -0.26 -1.18
C -1.52 -1.63 -1.30
C -2.03 -2.53 -2.26
C -3.00 -2.15 -3.21
C -3.47 -3.06 -4.14
C -2.98 -4.37 -4.16
C -2.01 -4.76 -3.26
C -1.51 -3.85 -2.30
C -0.48 -4.22 -1.41
C 0.03 -3.32 -0.50
C -0.51 -2.04 -0.44
S 0.06 -0.76 0.72
O 1.55 -0.75 0.57
C -0.21 -1.55 2.31
C -1.35 -1.21 3.02
C -1.53 -1.73 4.29
C -0.58 -2.58 4.85
C -0.75 -3.14 6.22
C 0.56 -2.91 4.11
C 0.76 -2.39 2.85
H -0.89 0.85 -8.26
H -0.80 -0.91 -8.04
H 0.66 0.01 -8.33
H -0.81 2.23 -6.26
H -0.43 2.46 -3.84
H 1.03 -1.56 -3.69
H 0.62 -1.79 -6.12
H -0.93 2.92 -1.65
H -3.29 3.41 -1.04
H -5.45 2.63 -0.19
H -6.94 0.78 0.49
H -6.09 -1.54 0.52
H -3.84 -2.05 -0.32
H -3.38 -1.14 -3.21
H -4.21 -2.76 -4.86
H -3.36 -5.08 -4.88
H -1.61 -5.76 -3.29
H -0.09 -5.23 -1.45
H 0.81 -3.61 0.18
H -2.08 -0.54 2.59
H -2.40 -1.46 4.86
H -1.58 -2.67 6.74
H 0.16 -3.03 6.80
H -0.95 -4.21 6.15
H 1.29 -3.58 4.53
H 1.65 -2.61 2.28
C 2.54 4.47 -0.77
S 3.57 3.61 0.44
C 4.73 2.75 -0.66
H 2.05 3.74 -1.41
H 3.17 5.14 -1.36
H 1.81 5.06 -0.22
H 5.53 3.44 -0.91
H 4.22 2.43 -1.56
H 5.15 1.91 -0.12
*
```

Highest occupied orbital energy (spin up / spin down) ... -14.536 / -14.516 eV

# 2
# C25H75N6O10

10 unconnected molecules or ions with the total composition C25H75N6O10 at a distorted geometry (ωB97M-V/def2-TZVPD, the Open Molecules 2025 dataset).

Structure (ORCA input):
```
! RIJCOSX wB97M-V def2-TZVPD def2/J DEFGRID3
* xyz -1 1
C 20.54 -17.68 14.25
O 19.29 -17.21 14.47
H 21.25 -16.90 13.85
H 21.05 -18.17 15.13
H 20.60 -18.45 13.42
O 17.59 -15.42 13.03
H 17.53 -14.65 13.60
H 18.44 -15.87 13.28
O 20.01 -14.43 15.37
H 20.10 -15.35 15.05
H 19.83 -14.54 16.33
O 17.36 -18.06 12.45
H 18.13 -18.02 13.07
H 17.27 -18.99 12.19
C 17.91 -22.58 17.02
C 16.87 -21.57 17.56
C 15.67 -22.25 18.21
O 14.71 -22.52 17.21
C 13.51 -23.11 17.73
N 17.42 -20.49 18.41
H 17.97 -23.52 17.58
H 18.93 -22.21 16.96
H 17.57 -22.81 16.01
H 16.41 -21.05 16.72
H 15.27 -21.61 19.02
H 15.99 -23.20 18.70
H 12.93 -22.36 18.30
H 13.73 -23.97 18.38
H 12.92 -23.43 16.88
H 18.24 -20.91 18.86
H 17.90 -19.88 17.73
C 18.67 -22.55 13.43
C 18.87 -23.84 12.66
C 17.98 -24.93 13.20
O 18.30 -25.23 14.55
C 17.21 -25.70 15.30
N 18.51 -23.71 11.17
H 19.23 -21.69 13.07
H 19.01 -22.72 14.46
H 17.60 -22.29 13.44
H 19.93 -24.12 12.63
H 18.21 -25.84 12.62
H 16.93 -24.65 13.01
H 17.58 -26.00 16.28
H 16.73 -26.57 14.83
H 16.46 -24.91 15.48
H 19.26 -23.17 10.74
H 17.72 -23.05 11.08
C 23.03 -18.33 20.31
C 22.32 -19.55 19.77
C 20.83 -19.46 20.06
O 20.15 -20.64 19.75
C 20.22 -21.66 20.66
N 22.70 -19.82 18.36
H 22.76 -18.16 21.36
H 22.74 -17.44 19.74
H 24.11 -18.33 20.28
H 22.69 -20.42 20.33
H 20.33 -18.75 19.39
H 20.63 -19.16 21.10
H 20.32 -21.34 21.71
H 21.05 -22.35 20.44
H 19.34 -22.29 20.54
H 22.31 -20.73 18.10
H 22.18 -19.17 17.76
C 22.78 -14.26 12.69
C 22.92 -15.72 12.20
C 21.61 -16.23 11.61
O 21.72 -17.64 11.51
C 20.46 -18.28 11.40
N 24.02 -15.78 11.15
H 22.43 -13.58 11.91
H 23.70 -13.89 13.13
H 22.00 -14.25 13.47
H 23.17 -16.34 13.06
H 21.38 -15.84 10.62
H 20.85 -16.00 12.37
H 19.91 -17.93 10.51
H 19.86 -18.17 12.31
H 20.64 -19.35 11.27
H 24.81 -15.23 11.48
H 24.39 -16.73 11.15
C 16.03 -16.30 18.23
C 17.24 -15.54 17.77
C 18.53 -15.96 18.43
O 19.49 -15.00 18.18
C 20.85 -15.50 18.29
N 17.34 -15.30 16.28
H 15.75 -15.94 19.22
H 16.20 -17.37 18.23
H 15.23 -16.04 17.54
H 17.16 -14.51 18.18
H 18.82 -17.00 18.21
H 18.34 -16.09 19.52
H 21.51 -14.66 18.16
H 20.88 -16.32 17.55
H 21.06 -15.91 19.29
H 17.86 -14.42 16.31
H 18.14 -15.87 15.93
C 26.38 -13.67 13.86
C 26.92 -14.64 14.89
C 25.93 -15.74 15.20
O 24.67 -15.21 15.43
C 23.78 -16.14 15.96
N 28.22 -15.25 14.39
H 26.20 -14.17 12.91
H 27.04 -12.82 13.69
H 25.44 -13.23 14.21
H 27.11 -14.14 15.85
H 26.24 -16.25 16.13
H 25.82 -16.48 14.39
H 24.26 -16.71 16.79
H 23.49 -16.94 15.27
H 22.89 -15.65 16.33
H 28.52 -15.96 15.07
H 27.98 -15.82 13.58
*
```

Highest occupied orbital energy ... -4.569 eV

# 3
# C8H6Cl4O2

A single C8H6Cl4O2 molecule at a distorted geometry (ωB97M-V/def2-TZVPD, the Open Molecules 2025 dataset).

Structure (ORCA input):
```
! RIJCOSX wB97M-V def2-TZVPD def2/J DEFGRID3
* xyz 0 1
C -0.84 1.98 -1.16
C 0.47 1.77 -1.20
C -1.73 1.34 -0.29
C -1.80 0.16 0.23
C -1.96 -1.05 0.85
C 1.18 0.68 -0.39
C 0.77 -0.69 -0.74
C 1.58 -1.80 1.38
O -1.29 -1.58 1.76
O 0.94 -1.72 0.01
Cl -3.02 2.41 0.37
Cl -3.27 -2.06 0.09
Cl 2.94 0.91 -0.43
Cl 0.37 -0.89 -2.42
H -1.27 2.80 -1.82
H 1.15 2.40 -1.87
H 0.79 0.81 0.74
H 0.83 -1.38 2.01
H 2.52 -1.32 1.37
H 1.63 -2.77 1.52
*
```

Highest occupied orbital energy (spin up / spin down) ... -8.011 / -8.007 eV
Relative energy (zero: lowest compared OMol25 entry of this formula, charge and spin) ... 49.8 kcal per mole